Density functional theory data (wB97M-V/def2-TZVPD) for 2 unconnected molecules or ions with the total composition C3H10NO3 at a distorted geometry.

The HOMO-LUMO gap comes out at 7.04 eV. The calculation puts the electronic energy at -400.7652 a.u. The energy above the lowest of the compared OMol25 structures with the same formula, charge and spin comes out at 13.9 kcal per mole. As for the LUMO energy: 4.08 eV.

ORCA input file:
```
! wB97M-V def2-TZVPD RIJCOSX def2/J DEFGRID3
* xyz -1 1
N -1.84704 -0.41470 0.16822
C -0.74180 0.46974 0.75169
C -0.28650 1.38628 -0.38385
O -1.23807 1.56000 -1.44386
C 0.39512 -0.42814 1.35177
O 1.57780 -0.33438 0.68082
H -1.43375 -0.69448 -0.71467
H -1.84085 -1.27708 0.70141
H -1.24275 1.06696 1.51869
H -0.09025 2.38455 0.02590
H 0.65945 1.01099 -0.77798
H -2.04924 1.10694 -1.18634
H 0.49236 -0.08047 2.41467
H 0.06104 -1.48619 1.41276
H 2.41220 -1.43764 -0.72913
H 2.82624 -1.06982 -2.13034
O 2.34605 -1.76256 -1.65978
*
```

Computed Löwdin charges, given in elementary charges: -0.01 -0.33 -0.23 -0.12 -0.45 -0.36 0.06 0.04 0.11 0.10 0.10 0.04 0.07 0.08 0.00 0.01 -0.12

***

Density functional theory data (wB97M-V/def2-TZVPD) for a molecular structure, C3H10NO3 at a distorted geometry.

The HOMO-LUMO gap comes out at 8.75 eV. The calculation puts the electronic energy at -400.6263 a.u. The energy above the lowest of the compared OMol25 structures with the same formula, charge and spin comes out at 101.1 kcal per mole. As for the LUMO energy: 4.19 eV.

ORCA input file:
```
! wB97M-V def2-TZVPD RIJCOSX def2/J DEFGRID3
* xyz -1 1
C -0.89571 0.68172 1.03841
O -1.60003 -0.54190 1.09538
C -0.04816 1.07763 -0.35440
C 1.04642 0.06888 -0.86271
O 0.53446 -1.08329 -1.53454
N 0.59288 2.72846 -0.26274
H -1.73744 1.44053 1.03040
H -0.19039 0.87641 1.98251
H -0.92009 0.99277 -1.09759
H 1.77859 -0.08303 -0.11015
H 1.50259 0.61420 -1.66353
H 0.22518 -1.73813 -0.82899
H 0.34884 1.93022 -1.16970
H 1.35969 2.66235 0.37628
H 0.36130 -3.22761 0.50679
H -0.94349 -1.38037 1.13322
O 0.24679 -2.39431 0.78318
*
```

Computed Löwdin charges, given in elementary charges: -0.26 -0.17 -0.29 -0.27 -0.12 -0.03 0.10 0.13 0.16 0.10 0.09 0.04 0.05 -0.04 -0.16 0.05 -0.38

***

Density functional theory data (wB97M-V/def2-TZVPD) for 3 unconnected molecules or ions with the total composition C3H10NO3S at a distorted geometry.

The HOMO-LUMO gap comes out at 6.84 eV. The calculation puts the electronic energy at -798.9999 a.u. The energy above the lowest of the compared OMol25 structures with the same formula, charge and spin comes out at 37.7 kcal per mole. As for the LUMO energy: 3.54 eV.

ORCA input file:
```
! wB97M-V def2-TZVPD RIJCOSX def2/J DEFGRID3
* xyz -1 1
O 1.41578 2.23419 0.13660
C 1.66712 1.33619 -0.55543
N 1.09008 0.11408 -0.32318
C 1.27533 -0.98102 -1.37559
C -0.21678 -1.48586 -1.66607
S -1.02393 -2.24128 -0.27507
H 2.36743 1.42981 -1.41531
H 0.29688 0.01876 0.25385
H 1.91668 -1.83648 -0.92619
H 1.76277 -0.71537 -2.27843
H -0.02539 -2.24976 -2.54372
H -0.81552 -0.65516 -1.99570
H -0.32161 1.72510 2.07454
H 0.88917 2.53134 1.84982
O 0.25635 2.37803 2.54865
H -2.35238 0.90356 0.43204
H -2.77211 -0.33623 1.03866
O -2.74058 0.51658 1.28431
*
```

Computed Löwdin charges, given in elementary charges: 0.02 -0.40 0.04 -0.26 -0.81 0.20 0.13 0.05 0.11 0.06 0.06 0.01 0.03 -0.03 -0.10 0.07 -0.11 -0.07

***

Density functional theory data (wB97M-V/def2-TZVPD) for 3 unconnected molecules or ions with the total composition C3H10NO4 at a distorted geometry.

The HOMO-LUMO gap (spin up / spin down) comes out at 10.83 / 5.86 eV. The calculation puts the electronic energy at -475.8997 a.u. The energy above the lowest of the compared OMol25 structures with the same formula, charge and spin comes out at 36.3 kcal per mole. As for the LUMO energy (spin up / spin down): 0.42 / -4.45 eV. The expectation value of S² is 0.76.

ORCA input file:
```
! wB97M-V def2-TZVPD RIJCOSX def2/J DEFGRID3
* xyz 0 2
C 1.35140 -1.70536 0.69528
C 0.05675 -1.54562 1.54206
C -0.31888 -0.01100 1.58842
O -0.55014 0.51674 0.47146
O -0.37277 0.58130 2.65936
N 1.30800 -0.99126 -0.62950
H 2.29708 -1.43528 1.30147
H 1.33589 -2.72246 0.39304
H -0.86212 -1.98257 1.06884
H 0.14068 -1.95429 2.54478
H 2.32059 -0.64432 -0.80878
H 0.87952 -0.03810 -0.55647
H -1.64033 0.13851 -0.96034
H -0.70968 0.71921 -1.80726
O -1.61778 0.64461 -1.73291
H -1.42798 2.65272 -1.78126
H -0.71495 4.13532 -1.87331
O -1.47528 3.64187 -2.11488
*
```

Computed Löwdin charges, given in elementary charges: -0.23 -0.03 -0.54 0.01 0.26 -0.02 0.14 0.09 0.15 0.11 0.11 0.04 -0.01 -0.01 -0.01 0.06 -0.01 -0.10

***

Density functional theory data (wB97M-V/def2-TZVPD) for 2 unconnected molecules or ions with the total composition C3H10NO4 at a distorted geometry.

The HOMO-LUMO gap comes out at 11.72 eV. The calculation puts the electronic energy at -475.7881 a.u. The energy above the lowest of the compared OMol25 structures with the same formula, charge and spin comes out at 8.4 kcal per mole. As for the LUMO energy: -3.54 eV.

ORCA input file:
```
! wB97M-V def2-TZVPD RIJCOSX def2/J DEFGRID3
* xyz 1 1
O -0.00956 0.67289 2.41314
C 0.29157 0.82328 1.27799
O 1.58724 0.78122 0.82589
C -0.64291 1.02075 0.11765
C -1.75606 -0.06765 0.17576
O -1.21566 -1.17798 -0.51598
N 0.05380 0.86217 -1.19120
H 2.15538 0.85486 1.61113
H -1.13114 2.00137 0.06862
H -2.57635 0.25499 -0.45681
H -2.08052 -0.22891 1.18560
H -0.61887 -1.70838 0.02932
H 0.69815 1.65409 -1.29879
H 0.61350 0.00298 -1.22645
H -0.63568 0.82086 -1.95003
H 2.05173 -1.63469 0.14016
H 1.55893 -2.94053 -0.54604
O 1.65645 -1.99132 -0.65996
*
```

Computed Löwdin charges, given in elementary charges: 0.20 -0.47 0.10 -0.16 -0.14 -0.05 0.23 0.15 0.18 0.14 0.13 0.09 0.19 0.14 0.19 0.04 0.07 -0.03

***

Density functional theory data (wB97M-V/def2-TZVPD) for a single C3H10NOP molecule at a distorted geometry.

The HOMO-LUMO gap (spin up / spin down) comes out at 3.78 / 6.70 eV. The calculation puts the electronic energy at -591.4054 a.u. The energy above the lowest of the compared OMol25 structures with the same formula, charge and spin comes out at 83.3 kcal per mole. As for the LUMO energy (spin up / spin down): 0.99 / -4.35 eV. The expectation value of S² is 2.01.

ORCA input file:
```
! wB97M-V def2-TZVPD RIJCOSX def2/J DEFGRID3
* xyz 0 3
C -0.67727 0.00955 1.38627
C 0.79081 -1.65723 0.51216
C -0.46413 1.69565 -1.65110
N 0.34005 -0.25137 0.37940
O -1.23273 -0.99513 -1.72050
P -0.22530 -0.08053 -1.23593
H -1.05344 1.08038 1.27347
H -1.47508 -0.56867 1.08301
H -0.40264 -0.36434 2.37526
H 1.62613 -1.79505 -0.13332
H 1.20704 -1.67670 1.49839
H -0.02808 -2.40430 0.36508
H -0.91466 1.74604 -2.68490
H -1.24467 2.09912 -0.96027
H 0.43215 2.24462 -1.26522
H 1.05183 -0.12493 -1.83432
*
```

Computed Löwdin charges, given in elementary charges: -0.23 -0.17 -0.27 -0.19 -0.30 0.50 0.10 0.06 0.07 0.07 0.06 0.12 0.06 0.02 0.03 0.04

***

Density functional theory data (wB97M-V/def2-TZVPD) for 2 unconnected molecules or ions with the total composition C3H10NOS at a distorted geometry.

The HOMO-LUMO gap comes out at 6.31 eV. The calculation puts the electronic energy at -648.4547 a.u. The energy above the lowest of the compared OMol25 structures with the same formula, charge and spin comes out at 48.2 kcal per mole. As for the LUMO energy: 3.57 eV.

ORCA input file:
```
! wB97M-V def2-TZVPD RIJCOSX def2/J DEFGRID3
* xyz -1 1
C -2.36657 0.04361 1.06518
S -2.26869 1.39619 -0.18558
C -0.47422 1.61564 -0.27263
H -3.15820 0.20607 1.82138
H -1.48727 0.07505 1.69211
H -2.62617 -0.87167 0.55599
H -0.03926 2.35133 0.41575
H -0.12198 0.58428 -0.16504
H -0.25691 1.97425 -1.27758
N 2.21526 -0.22492 -0.72148
C 1.42174 -1.47510 -0.52123
O 0.38654 -1.28234 0.27533
H 2.33256 0.11259 0.22818
H 3.08256 -0.43463 -1.20105
H 1.16130 -1.82633 -1.59813
H 2.19929 -2.24401 -0.11121
*
```

Computed Löwdin charges, given in elementary charges: -0.43 0.66 -0.46 0.01 0.02 0.01 0.03 -0.03 0.01 -0.06 -0.65 -0.33 0.04 0.02 0.08 0.07

***

Density functional theory data (wB97M-V/def2-TZVPD) for 2 unconnected molecules or ions with the total composition C3H10NOS.

The HOMO-LUMO gap comes out at 6.66 eV. The calculation puts the electronic energy at -648.5196 a.u. The energy above the lowest of the compared OMol25 structures with the same formula, charge and spin comes out at 7.5 kcal per mole. As for the LUMO energy: 4.03 eV.

ORCA input file:
```
! wB97M-V def2-TZVPD RIJCOSX def2/J DEFGRID3
* xyz -1 1
C -1.05904 0.31726 0.33860
C -0.22873 1.58323 0.58762
S 1.45575 1.53423 -0.07819
C -0.44466 -0.89068 1.02650
N -1.18657 -2.13924 0.72822
H -1.15318 0.16798 -0.73818
H -2.05090 0.45308 0.79531
H -0.22620 1.77570 1.66277
H -0.79204 2.41931 0.15526
H -0.48492 -0.69733 2.09811
H 0.61681 -0.94083 0.79832
H -1.01457 -2.35498 -0.24864
H -0.75579 -2.89019 1.25622
H 3.10313 0.71475 -3.16964
H 1.87206 0.77773 -2.30075
O 2.34886 0.16999 -2.91153
*
```

Computed Löwdin charges, given in elementary charges: -0.33 -0.77 0.23 -0.34 -0.03 0.09 0.09 0.03 0.03 0.10 0.06 0.05 0.04 0.01 -0.10 -0.16

***

Number 2 is which compound? C3H10NO3

***

Which value of electronic energy does entry 2 give? -400.6263 a.u.

***

Which of these has the lowest electronic energy? C3H10NO3S

***

Copy entry 2 word for word.
Density functional theory data (wB97M-V/def2-TZVPD) for a molecular structure, C3H10NO3 at a distorted geometry.

The HOMO-LUMO gap comes out at 8.75 eV. The calculation puts the electronic energy at -400.6263 a.u. The energy above the lowest of the compared OMol25 structures with the same formula, charge and spin comes out at 101.1 kcal per mole. As for the LUMO energy: 4.19 eV.

ORCA input file:
```
! wB97M-V def2-TZVPD RIJCOSX def2/J DEFGRID3
* xyz -1 1
C -0.89571 0.68172 1.03841
O -1.60003 -0.54190 1.09538
C -0.04816 1.07763 -0.35440
C 1.04642 0.06888 -0.86271
O 0.53446 -1.08329 -1.53454
N 0.59288 2.72846 -0.26274
H -1.73744 1.44053 1.03040
H -0.19039 0.87641 1.98251
H -0.92009 0.99277 -1.09759
H 1.77859 -0.08303 -0.11015
H 1.50259 0.61420 -1.66353
H 0.22518 -1.73813 -0.82899
H 0.34884 1.93022 -1.16970
H 1.35969 2.66235 0.37628
H 0.36130 -3.22761 0.50679
H -0.94349 -1.38037 1.13322
O 0.24679 -2.39431 0.78318
*
```

Computed Löwdin charges, given in elementary charges: -0.26 -0.17 -0.29 -0.27 -0.12 -0.03 0.10 0.13 0.16 0.10 0.09 0.04 0.05 -0.04 -0.16 0.05 -0.38